No. 1
{"formula": "C6H11P", "method": "the ωB97M-V functional and the def2-TZVPD basis", "species": ["P", "C", "C", "C", "C", "C", "C", "H", "H", "H", "H", "H", "H", "H", "H", "H", "H", "H"], "positions_angstrom": [[-3.08, -0.05, 0.00], [-1.30, -0.22, -0.32], [-0.40, -0.80, 0.74], [0.93, -1.36, 0.26], [1.64, -0.18, -0.41], [1.07, 1.09, 0.22], [-0.25, 0.68, 0.81], [-3.46, -0.04, -1.35], [-3.15, 1.35, 0.05], [-0.93, -0.20, -1.34], [-0.88, -1.35, 1.55], [0.80, -2.21, -0.42], [1.50, -1.71, 1.12], [1.46, -0.19, -1.49], [2.72, -0.24, -0.27], [1.70, 1.46, 1.03], [0.98, 1.90, -0.51], [-0.78, 1.29, 1.52]], "mulliken_charge": [-0.19, -0.50, 0.22, -0.89, -0.70, -0.71, -0.45, 0.01, 0.00, 0.37, 0.43, 0.31, 0.36, 0.27, 0.38, 0.33, 0.29, 0.48], "smiles": "P[C@@H]1[C@H]2CCC[C@@H]12"}

=====

No. 2
{"formula": "C2H14O4S", "method": "the ωB97M-V functional and the def2-TZVPD basis", "species": ["C", "S", "C", "H", "H", "H", "H", "H", "H", "O", "H", "H", "O", "H", "H", "O", "H", "H", "O", "H", "H"], "positions_angstrom": [[1.69, -0.25, -0.35], [0.91, 1.46, -0.40], [2.09, 2.10, -1.59], [2.07, -0.29, -1.43], [0.91, -0.93, -0.22], [2.55, -0.31, 0.38], [3.09, 2.04, -1.40], [1.86, 1.43, -2.51], [1.62, 3.03, -1.88], [0.31, 0.94, 3.76], [1.08, 0.92, 3.31], [-0.47, 0.84, 3.25], [-3.01, 0.54, -2.26], [-2.21, 0.80, -2.88], [-3.00, -0.41, -2.15], [-0.22, -3.09, -0.39], [-1.02, -3.61, -0.33], [0.30, -3.73, 0.15], [-2.70, -0.61, 2.01], [-2.68, -1.07, 2.72], [-3.16, 0.21, 2.23]], "mulliken_charge": [-0.58, -0.06, -0.94, 0.23, 0.17, 0.23, 0.36, 0.27, 0.31, -0.62, 0.29, 0.33, -0.64, 0.32, 0.32, -0.61, 0.30, 0.30, -0.58, 0.26, 0.31], "smiles": "CSC.O.O.O.O"}

=====

No. 3
{"formula": "C28H29ClN3OS2Si2W", "method": "the ωB97M-V functional and the def2-TZVPD basis", "species": ["W", "C", "Si", "C", "C", "C", "C", "C", "C", "C", "Si", "C", "C", "H", "H", "H", "H", "H", "H", "H", "H", "H", "H", "H", "H", "H", "H", "H", "H", "O", "C", "C", "C", "C", "C", "C", "C", "N", "C", "C", "N", "H", "H", "H", "H", "H", "H", "H", "Cl", "C", "C", "C", "C", "C", "C", "C", "H", "H", "H", "H", "H", "H", "S", "C", "N", "S", "C"], "positions_angstrom": [[-0.10, 0.74, -0.24], [-0.01, 2.05, 3.42], [-0.51, 0.60, 2.24], [0.20, -0.99, 3.13], [-2.40, 0.46, 2.65], [-2.86, 0.27, 3.95], [-4.21, 0.22, 4.24], [-5.13, 0.36, 3.22], [-4.69, 0.53, 1.92], [-3.33, 0.59, 1.62], [-2.67, 0.83, -0.19], [-3.62, 2.45, -0.74], [-3.83, -0.48, -1.10], [-0.34, 1.91, 4.44], [-0.43, 2.98, 3.05], [1.07, 2.17, 3.43], [0.03, -0.98, 4.20], [1.27, -1.05, 2.96], [-0.25, -1.89, 2.73], [-2.14, 0.16, 4.75], [-4.54, 0.09, 5.27], [-6.20, 0.34, 3.44], [-5.42, 0.64, 1.13], [-4.66, 2.44, -0.43], [-3.59, 2.56, -1.82], [-3.15, 3.33, -0.31], [-4.80, -0.07, -1.34], [-4.01, -1.36, -0.48], [-3.39, -0.83, -2.03], [2.17, 0.42, -0.54], [3.13, -0.58, -0.43], [4.46, -0.26, -0.39], [5.43, -1.27, -0.36], [5.01, -2.60, -0.43], [3.68, -2.93, -0.48], [2.66, -1.93, -0.43], [1.29, -2.26, -0.36], [0.20, -1.45, -0.19], [-0.88, -2.29, -0.10], [-0.51, -3.58, -0.23], [0.86, -3.58, -0.37], [4.75, 0.78, -0.40], [6.48, -1.03, -0.27], [5.75, -3.40, -0.45], [3.40, -3.98, -0.51], [-1.86, -1.90, 0.08], [-1.08, -4.49, -0.24], [1.42, -4.36, -0.66], [0.78, -2.15, -3.43], [1.58, -0.61, -3.37], [2.92, -0.57, -3.70], [3.59, 0.64, -3.73], [2.90, 1.80, -3.42], [1.57, 1.75, -3.06], [0.85, 0.54, -2.99], [-0.51, 0.51, -2.52], [3.44, -1.50, -3.92], [4.64, 0.67, -3.99], [3.40, 2.75, -3.44], [1.05, 2.67, -2.79], [-1.05, -0.39, -2.82], [-1.07, 1.40, -2.83], [-0.71, 5.44, -1.13], [-0.45, 3.90, -0.77], [-0.29, 2.77, -0.51], [2.91, 1.84, 1.55], [1.80, 1.20, 0.51]], "mulliken_charge": [1.60, -1.40, 0.51, -1.36, 0.20, -0.60, -0.63, -0.63, -0.49, 0.44, 0.48, -1.46, -1.70, 0.36, 0.28, 0.36, 0.44, 0.22, 0.31, 0.21, 0.34, 0.35, 0.22, 0.38, 0.32, 0.31, 0.45, 0.45, 0.36, 0.75, 0.27, -0.42, -0.70, -0.69, -1.53, 0.77, -0.44, 1.31, -0.48, -1.19, 0.04, 0.51, 0.40, 0.37, 0.27, 0.13, 0.45, 0.21, -0.25, 0.60, -0.45, -0.54, -0.71, -0.33, 0.34, -1.86, 0.38, 0.34, 0.38, 0.35, 0.46, 0.53, -0.57, 0.62, -0.41, -0.56, -0.66], "total_charge": -2, "spin_multiplicity": 2}

=====

These records have relative energy (zero: lowest compared OMol25 entry of this formula, charge and spin) values of 38.9; 255.9; 251.8 kJ/mol, in the order they appear.
These records have calculated total energy values of -576.5028; -783.6558; -3226.5713 Eh, in the order they appear.